(1)
ORCA calculation (the ωB97M-V functional and the def2-TZVPD basis) on a single C2H7NO2S2 molecule.

```
14
Properties=species:S:1:pos:R:3:forces:R:3
C -0.857549 0.310153 -1.165118 -2.86 0.02 -0.69
C -0.140568 -0.693979 -0.365079 2.45 -3.01 -1.27
N -0.658337 -0.982959 0.930996 -3.51 -0.74 -2.04
O 2.049759 -0.780944 1.322445 -0.31 -0.02 -0.61
O 1.601139 1.420865 0.299275 0.50 0.22 1.97
S -1.457803 1.608433 -0.069404 0.70 1.61 0.22
S 1.733846 -0.186289 0.006537 -0.52 -0.58 -0.25
H -1.853696 -0.185216 -1.598098 2.01 1.02 0.89
H -0.336802 0.696986 -2.041028 0.26 -0.13 0.17
H -0.050306 -1.708698 -1.150983 0.37 2.47 2.17
H 0.013697 -1.501286 1.409893 1.23 -1.23 1.22
H -1.523394 -1.608199 0.742639 1.78 1.35 0.95
H 1.669564 1.536263 1.313842 -0.21 -0.40 -2.01
H -0.189552 2.074870 0.364082 -1.88 -0.58 -0.72
```
Forces are in eV/Å.

Results
net charge: 0
Kohn-Sham gap: 9.33 eV
spin multiplicity: 1
HOMO energy: -8.73 eV

=====

(2)
ORCA calculation (the ωB97M-V functional and the def2-TZVPD basis) on 2 unconnected molecules or ions with the total composition C2H7NO2Si.

```
13
Properties=species:S:1:pos:R:3:forces:R:3
C -1.940224 0.628384 -0.870343 0.68 -0.27 0.46
C 0.355320 -0.812734 0.103778 -0.01 0.63 -1.85
N 0.038414 -0.931001 1.430105 -0.55 -0.39 1.52
O -0.797008 -1.749154 1.799615 0.00 0.05 -0.04
O 0.658356 -0.183763 2.194956 0.03 0.03 0.18
Si 1.685531 0.453754 -0.270322 -0.34 -0.30 -0.13
H -2.590376 -0.133235 -0.494463 -0.21 -0.25 0.06
H -1.630401 0.627530 -1.892351 0.07 -0.03 -0.39
H -1.728249 1.480725 -0.257244 0.03 0.26 0.15
H -0.049127 -1.580766 -0.538609 -0.03 -0.06 0.10
H 1.381695 1.725754 0.366006 -0.01 0.28 0.08
H 2.959971 -0.119134 0.159015 0.26 0.01 0.09
H 1.656099 0.593639 -1.730143 0.10 0.04 -0.24
```
Forces are in eV/Å.

Results
net charge: 0
Kohn-Sham gap (spin up / spin down): 9.45 / 7.45 eV
spin multiplicity: 1
HOMO energy (spin up / spin down): -10.11 / -9.58 eV

=====

Calculated values (kJ/mol) of ΔE to the lowest compared entry with this formula, charge and spin for the records, taken in order: 278.8, 822.2.